No. 1
Below is C2H6Si2 as an isolated structure, with properties calculated with the ωB97M-V functional and the def2-TZVPD basis.

Positions of all 10 atoms, in Å:
H: -0.30932 -0.01976 2.04290
Si: -0.63147 -1.24872 -0.13636
H: -1.68039 -1.92150 -0.84741
H: -0.19379 -2.39519 0.59048
H: 1.06586 2.55380 0.40555
H: 1.79745 -0.48071 -0.92254
C: -0.66211 0.26227 1.13973
Si: 0.29303 1.39081 -0.07007
H: -0.50341 2.08469 -1.10062
C: 0.82415 -0.22570 -1.10165

Results
Max |F|, eV Å⁻¹: 5.5
Kohn-Sham gap (spin up / spin down), eV: 8.32 / 8.24
HOMO (spin up / spin down), eV: -9.158 / -9.269
Energy above the lowest of the compared OMol25 structures with the same formula, charge and spin, kcal per mole: 56.6

Results of the natural (NBO) charge analysis, in e, for atoms 1 through 4: atom 1 (H): 0.18, atom 2 (Si): 1.00, atom 3 (H): -0.16, atom 4 (H): -0.20

=====

No. 2
Below is one molecule with the formula C2H6Si3, with properties calculated with the ωB97M-V functional and the def2-TZVPD basis.

Positions of all 11 atoms, in Å:
H: -0.79916 2.61785 1.26440
H: -0.49865 2.62216 -1.21507
H: -0.05358 -2.95414 -1.04581
C: -1.54406 -0.78160 -0.08771
Si: -0.12687 -1.99150 0.07737
Si: 1.10644 0.29272 -0.06069
C: -1.84117 0.40698 0.16064
H: 1.68011 0.50762 -1.40635
H: 2.34060 0.00151 0.93543
Si: -0.59012 1.86172 0.05844
H: 0.32646 -2.58334 1.31934

Results
Max |F|, eV Å⁻¹: 3.2
SMILES string: C1#C[SiH2][SiH2][SiH2]1
Kohn-Sham gap, eV: 8.50
HOMO, eV: -8.601
Energy above the lowest of the compared OMol25 structures with the same formula, charge and spin, kcal per mole: 19.0

Results of the natural (NBO) charge analysis, in e, for atoms 1 through 4: atom 1 (H): -0.13, atom 2 (H): -0.12, atom 3 (H): -0.13, atom 4 (C): -0.45

=====

No. 3
Below is one molecule with the formula C2H7BN2O, with properties calculated with the ωB97M-V functional and the def2-TZVPD basis.

Positions of all 13 atoms, in Å:
H: -0.47022 -2.66394 1.67014
O: -0.79149 0.82560 0.98951
H: -1.30749 -1.45591 2.49472
C: 0.43957 0.54010 -1.05877
H: -0.85958 2.21637 -0.49175
H: 0.67017 2.13179 0.42318
N: 0.40345 -0.74498 -0.38952
N: -0.74505 -1.70056 1.70253
H: 1.46084 0.80970 -1.35051
B: -0.33987 -0.74379 0.78643
C: -0.14056 1.53167 -0.02229
H: -0.17091 0.50696 -1.97230
H: 0.75823 -1.52551 -0.91291

Results
Max |F|, eV Å⁻¹: 4.5
SMILES string: NB1NCCO1
Kohn-Sham gap, eV: 9.44
HOMO, eV: -8.891

Results of the natural (NBO) charge analysis, in e, for atoms 1 through 4: atom 1 (H): 0.40, atom 2 (O): -0.71, atom 3 (H): 0.41, atom 4 (C): -0.22

=====

Question: What is the max |F| in the first record?
Answer: 5.5 eV Å⁻¹